1.
ORCA calculation (ωB97M-V/def2-TZVPD) on a molecular structure, CH5O2.

Positions of all 8 atoms, in Å:
C -0.622 0.244 -1.276
O -0.743 0.069 0.060
H -1.612 0.727 -1.664
H 0.174 1.002 -1.475
H -0.351 -0.651 -1.886
H 1.730 -0.924 0.854
H 0.154 -0.176 0.579
O 1.197 -0.250 1.347

Computed properties:
Relative energy (zero: lowest compared OMol25 entry of this formula, charge and spin) = 0.304 eV
Total charge = -1
Kohn-Sham gap = 0.29251 hartree
Calculated total energy = -191.5610 a.u.

Mulliken atomic charges, in units of e: atom 1 (C): -0.5162, atom 2 (O): -0.5928, atom 3 (H): 0.1375, atom 4 (H): 0.1988, atom 5 (H): 0.1916, atom 6 (H): 0.1794, atom 7 (H): 0.4059, atom 8 (O): -1.0042

2.
ORCA calculation (ωB97M-V/def2-TZVPD) on a molecular structure, C27H28N7O7Tc.

Positions of all 70 atoms, in Å:
Tc 1.236 0.149 -0.546
O 0.988 3.753 2.693
C -0.241 3.370 3.153
C -0.656 3.843 4.388
C -1.886 3.452 4.890
C -2.719 2.607 4.163
C -2.299 2.130 2.935
C -1.051 2.493 2.433
C -0.554 1.907 1.183
O 0.256 0.692 1.322
N -0.722 2.278 0.000
N -0.305 1.440 -1.036
C 0.797 1.860 -1.722
C 1.050 1.455 -3.131
C 0.578 2.102 -4.263
C 0.924 1.626 -5.520
C 1.759 0.518 -5.635
C 2.249 -0.131 -4.512
C 1.884 0.344 -3.258
O 2.281 -0.258 -2.112
H 0.973 3.841 1.731
H -0.016 4.528 4.929
H -2.211 3.830 5.850
H -3.692 2.337 4.549
H -2.936 1.478 2.349
H 1.266 2.784 -1.373
H -0.062 2.971 -4.163
H 0.553 2.119 -6.408
H 2.033 0.156 -6.618
H 2.900 -0.991 -4.590
C -1.545 -0.828 -2.934
C -0.950 -1.721 -1.910
N 0.003 -1.431 -1.031
C 0.319 -2.590 -0.354
C -0.484 -3.592 -0.796
N -1.266 -3.023 -1.771
C -0.693 -5.015 -0.415
O 0.079 -5.486 0.542
O -1.559 -5.645 -0.965
C 1.419 -2.542 0.643
O 1.627 -3.514 1.376
O 2.043 -1.427 0.672
H -1.581 0.191 -2.558
H -2.545 -1.166 -3.199
H -0.921 -0.835 -3.831
H -1.953 -3.546 -2.297
H 0.731 -4.803 0.871
C -1.143 -3.363 3.473
C -1.945 -2.429 2.588
N -1.115 -1.277 2.229
C -0.106 -0.849 2.979
N 0.572 0.277 2.609
C 1.973 0.552 2.986
C 2.458 -0.523 3.940
C 1.342 -0.896 4.897
N 0.221 -1.431 4.121
C -0.540 -2.582 4.624
H -0.346 -3.829 2.893
H -1.788 -4.150 3.861
H -2.850 -2.083 3.091
H -2.238 -2.925 1.663
H -1.260 -0.816 1.346
H 2.006 1.549 3.420
H 2.560 0.522 2.069
H 3.319 -0.147 4.491
H 2.762 -1.408 3.379
H 1.010 -0.035 5.484
H 1.657 -1.676 5.586
H -1.310 -2.228 5.316
H 0.156 -3.205 5.183

Computed properties:
2S+1 = 2
Total charge = +1
Kohn-Sham gap (alpha / beta) = 0.27424 / 0.27483 hartree
Calculated total energy = -2036.2731 a.u.

Atom charges from the Mulliken analysis, given in e for atoms 1 to 8: atom 1 (Tc): 0.0662, atom 2 (O): -0.6171, atom 3 (C): 0.4726, atom 4 (C): -0.7415, atom 5 (C): -0.3901, atom 6 (C): -1.0243, atom 7 (C): -0.1409, atom 8 (C): 0.9610

3.
ORCA calculation (ωB97M-V/def2-TZVPD) on C18H18N4O4 in the gas phase.

Positions of all 44 atoms, in Å:
C 5.862 0.287 3.614
C 6.132 -1.206 3.533
O 6.742 -1.508 4.827
C 4.842 -2.033 3.334
N 4.773 -3.330 3.462
N 3.518 -3.706 3.047
C 2.926 -2.616 2.678
C 1.537 -2.498 2.100
C 1.564 -1.917 0.713
C 0.754 -0.709 1.133
N -0.540 -0.636 0.505
C -0.712 0.133 -0.656
O 0.264 0.684 -1.119
C -2.019 0.347 -1.283
C -2.324 1.201 -2.325
C -3.734 1.128 -2.511
C -4.576 1.811 -3.559
C -6.027 1.792 -3.456
C -6.850 2.569 -4.289
C -6.234 3.399 -5.243
C -4.843 3.387 -5.406
C -4.016 2.574 -4.620
N -4.276 0.326 -1.611
O -3.184 -0.233 -0.845
C 0.685 -1.287 2.519
O 3.717 -1.515 2.786
H 5.246 0.538 4.507
H 6.780 0.833 3.709
H 5.309 0.635 2.730
H 6.814 -1.408 2.692
H 6.713 -2.468 4.956
H 0.956 -3.429 2.235
H 1.124 -2.552 -0.077
H 2.595 -1.690 0.343
H 1.384 0.179 1.080
H -1.360 -0.981 0.997
H -1.690 1.881 -2.886
H -6.513 1.103 -2.748
H -7.908 2.568 -4.077
H -6.838 4.035 -5.842
H -4.424 3.977 -6.190
H -2.996 2.531 -4.908
H 1.127 -0.624 3.247
H -0.298 -1.574 2.904

Computed properties:
Relative energy (zero: lowest compared OMol25 entry of this formula, charge and spin) = 4.843 eV
Total charge = 0
Kohn-Sham gap = 0.33560 hartree
SMILES = C[C@@H](O)c1nnc([C@H]2C[C@H](NC(=O)c3cc(-c4ccccc4)no3)C2)o1
Calculated total energy = -1216.6026 a.u.

Atom charges from the Mulliken analysis, given in e for atoms 1 to 8: atom 1 (C): -1.3200, atom 2 (C): 0.6043, atom 3 (O): -0.5345, atom 4 (C): 0.2258, atom 5 (N): -0.4377, atom 6 (N): -0.5253, atom 7 (C): 0.0563, atom 8 (C): 0.6981

4.
ORCA calculation (ωB97M-V/def2-TZVPD) on a gas-phase ion, C6H16N6 (charge +2).

Positions of all 28 atoms, in Å:
C 2.027 -1.131 -1.030
N 0.587 -1.162 -0.676
C 0.102 -2.599 -0.484
C -0.043 -0.367 0.363
N 0.450 -0.614 1.621
C 0.481 1.298 -0.294
C -0.382 2.294 0.318
N 0.050 3.395 0.855
N -1.697 2.050 0.257
C -2.165 0.717 0.205
N -3.476 0.694 0.024
N -1.425 -0.317 0.164
H 2.380 -0.236 -0.755
H 2.614 -1.745 -0.271
H 2.357 -1.402 -2.002
H 0.042 -1.047 -1.477
H 0.862 -2.957 0.082
H -0.893 -2.633 -0.018
H -0.101 -3.266 -1.325
H -0.031 -0.252 2.368
H 0.948 -1.484 1.761
H 0.014 1.299 -1.341
H 1.510 1.587 -0.018
H 1.003 3.569 1.192
H -0.638 4.075 1.095
H -2.473 2.676 0.414
H -3.861 -0.191 -0.179
H -3.941 1.463 -0.385

Computed properties:
Relative energy (zero: lowest compared OMol25 entry of this formula, charge and spin) = 1.984 eV
Total charge = +2
Kohn-Sham gap = 0.34932 hartree
SMILES = C[NH+](C)[C@@]1(N)CC(=[NH2+])NC(N)=N1
Calculated total energy = -566.1081 a.u.

Atom charges from the Mulliken analysis, given in e for atoms 1 to 8: atom 1 (C): -0.8175, atom 2 (N): -0.0300, atom 3 (C): -0.9021, atom 4 (C): 0.3499, atom 5 (N): -0.3187, atom 6 (C): -0.5960, atom 7 (C): 0.1378, atom 8 (N): -0.2855

5.
ORCA calculation (ωB97M-V/def2-TZVPD) on a molecular structure, C7H6ClN2O3S.

Positions of all 20 atoms, in Å:
C 2.833 -0.075 -0.312
C 3.118 -1.447 -0.377
C -0.662 -1.037 0.171
C 0.732 -0.912 -0.057
C 0.694 1.745 0.497
C -0.681 1.482 -0.031
C -1.421 0.229 0.414
N 1.482 0.177 -0.288
N -2.845 0.110 -0.240
O -3.448 -0.855 0.143
O -3.164 0.928 -1.025
O -1.222 -2.175 0.567
S 1.750 -2.344 -0.082
Cl 1.451 3.159 0.021
H 3.379 0.843 -0.336
H 4.174 -1.693 -0.458
H -1.429 2.210 0.077
H -0.698 1.509 -1.068
H -1.833 0.381 1.539
H -2.209 -2.234 0.845

Computed properties:
Relative energy (zero: lowest compared OMol25 entry of this formula, charge and spin) = 1.610 eV
Total charge = +1
Kohn-Sham gap (alpha / beta) = 0.30472 / 0.21301 hartree
Calculated total energy = -1463.4316 a.u.

Atom charges from the Mulliken analysis, given in e for atoms 1 to 8: atom 1 (C): -0.2632, atom 2 (C): -0.2817, atom 3 (C): 0.4709, atom 4 (C): 0.1102, atom 5 (C): 0.1154, atom 6 (C): -1.1502, atom 7 (C): 0.1889, atom 8 (N): -0.1896